Record 1
The following is a quantum chemistry calculation of C26H40AsClN6O9S2SiV as an isolated structure, from OMol25.

## Properties
HOMO (alpha / beta) (Eh): -0.0697 / -0.0959
Gap between HOMO and LUMO (alpha / beta) (eV): 6.1046 / 6.7761

The geometry in ORCA input format:
```
! wB97M-V def2-TZVPD RIJCOSX def2/J DEFGRID3
* xyz -2 4
V 0.25559 -2.38186 -0.24899
N 2.09659 -2.41435 2.63165
C 0.86105 -2.00225 2.88081
N 0.55907 -1.59430 4.12110
C -0.66337 -1.12513 4.26804
N -0.97381 -0.53668 5.46731
N -1.65769 -1.20284 3.36912
C -1.26910 -1.67824 2.20046
N -0.04075 -2.04651 1.86695
C -2.30266 -1.86631 1.15049
C -3.65019 -1.67512 1.41370
C -4.56455 -1.95682 0.41453
C -4.10095 -2.42346 -0.80608
C -2.73753 -2.57248 -0.99551
N -1.85130 -2.28587 -0.03800
H 2.78149 -2.20482 3.33541
H 2.39907 -2.50321 1.65844
H -0.16402 -0.16682 5.93920
H -1.75103 0.10108 5.39972
H -3.93898 -1.31514 2.38983
H -5.62483 -1.81662 0.58449
H -4.77934 -2.66990 -1.61127
H -2.32126 -2.94211 -1.92403
O 0.30823 -6.70309 -1.46287
As 1.38027 -5.49438 -0.73832
O 2.45787 -6.24969 0.22499
O 0.33165 -4.37499 -0.06976
C 2.31978 -4.83002 -2.31497
C 3.65642 -5.20796 -2.35819
C 4.46269 -4.85001 -3.42853
C 3.93634 -4.10512 -4.47086
C 2.60458 -3.71860 -4.43777
C 1.80008 -4.07782 -3.36640
S 0.11636 -3.47928 -3.38421
O -0.13251 -2.96738 -4.71405
O -0.73789 -4.59490 -2.99752
O 0.10879 -2.39403 -2.37889
H -0.29847 -6.18193 -2.01745
H 4.04800 -5.77630 -1.52303
H 5.50533 -5.14652 -3.44024
H 4.56003 -3.81477 -5.30821
H 2.16846 -3.13178 -5.23384
C -1.19296 0.61197 -2.54234
C -1.47048 1.59707 -1.41438
C -1.26814 3.02090 -1.93427
C -2.90081 1.42245 -0.90732
O -0.56445 1.25404 -0.36143
Si 0.05182 2.23481 0.84621
S 0.97322 1.22355 2.33506
O 0.97767 3.40418 0.08593
C 2.31827 3.28571 -0.38597
C 2.47806 4.37400 -1.44698
C 3.28440 3.54487 0.76847
C 2.57761 1.91320 -1.00142
O -1.29152 3.13630 1.28855
C -1.50832 3.90567 2.45769
C -2.59283 4.91909 2.09487
C -2.00005 2.98129 3.57338
C -0.24167 4.63882 2.89751
H -1.87519 0.78138 -3.38037
H -1.30972 -0.41500 -2.20009
H -0.16691 0.71549 -2.89805
H -1.94800 3.19297 -2.77391
H -0.24419 3.15374 -2.28020
H -1.46432 3.75814 -1.15843
H -3.61845 1.66180 -1.69825
H -3.07467 2.07436 -0.05229
H -3.05987 0.38859 -0.60097
H 2.25832 5.35183 -1.01304
H 1.78552 4.19985 -2.27184
H 3.49680 4.38188 -1.84180
H 3.08453 4.52783 1.20272
H 4.31842 3.51847 0.41442
H 3.14571 2.78850 1.53950
H 1.87152 1.71660 -1.80956
H 2.47285 1.11788 -0.26224
H 3.59116 1.86568 -1.40667
H -3.48008 4.39582 1.73408
H -2.23523 5.57707 1.30080
H -2.86782 5.52620 2.96127
H -2.91513 2.47640 3.25524
H -2.20349 3.54633 4.48843
H -1.23768 2.22558 3.76581
H 0.13307 5.25815 2.08241
H 0.53384 3.91972 3.16453
H -0.45805 5.27245 3.76299
Cl 2.67974 -2.06727 -0.42531
*
```

Atom charges from the Mulliken analysis, given in e for atoms 1 to 6: atom 1 (V): 1.349, atom 2 (N): -0.162, atom 3 (C): 0.274, atom 4 (N): -0.711, atom 5 (C): 0.304, atom 6 (N): -0.527



Record 2
The following is a quantum chemistry calculation of C26H40AsClNP2PdS4 as an isolated structure, from OMol25.

## Properties
HOMO (Eh): -0.1633
Gap between HOMO and LUMO (eV): 6.7430

The geometry in ORCA input format:
```
! wB97M-V def2-TZVPD RIJCOSX def2/J DEFGRID3
* xyz -1 1
Pd -1.60003 -0.56579 -0.26560
C -3.22992 -1.52367 3.42077
C -1.78239 -1.12394 3.12922
C -0.92216 -1.39998 4.36132
P -1.15572 -1.84395 1.53188
C -1.64993 -3.62359 1.55499
C -2.98737 -3.78231 0.82322
C -0.60518 -4.53958 0.91693
C 0.64378 -1.76424 1.58739
C 1.41024 -2.46007 2.52727
C 2.78904 -2.40749 2.54690
C 3.60418 -3.19025 3.54077
C 3.39972 -1.60343 1.57865
C 2.67427 -0.92545 0.62846
C 1.25798 -1.00280 0.57918
N 0.50362 -0.32750 -0.34876
C 1.11251 0.00982 -1.55183
C 1.93883 -0.88971 -2.24442
C 2.53958 -0.54256 -3.42975
C 2.33768 0.71234 -4.01936
C 2.96292 1.05371 -5.34398
C 1.49208 1.59050 -3.37600
C 0.88940 1.26480 -2.15405
P -0.42855 2.25784 -1.47045
C -0.67122 3.86642 -2.30750
C -1.28244 3.76884 -3.70740
C 0.55859 4.77920 -2.27920
C -0.13151 2.60463 0.31822
C 1.36588 2.64817 0.63678
C -0.83790 3.85021 0.84659
H -3.56726 -0.99559 4.31605
H -3.31082 -2.59459 3.62050
H -3.90259 -1.26189 2.60800
H -1.76606 -0.04768 2.92727
H -0.88331 -2.46873 4.58931
H -1.37377 -0.90197 5.22307
H 0.09667 -1.03327 4.25273
H -1.76900 -3.88268 2.61479
H -2.84788 -3.53727 -0.23256
H -3.77273 -3.14220 1.22519
H -3.32372 -4.81952 0.90043
H -0.40163 -4.21962 -0.10801
H -1.01111 -5.55421 0.88529
H 0.32843 -4.56295 1.47820
H 0.90400 -3.08305 3.25691
H 2.96863 -3.60709 4.32315
H 4.35872 -2.56381 4.02196
H 4.12891 -4.02209 3.06380
H 4.48179 -1.51172 1.57148
H 3.19921 -0.32615 -0.10370
H 2.04544 -1.88736 -1.84254
H 3.15437 -1.27479 -3.94201
H 4.00766 0.74033 -5.38081
H 2.92578 2.12709 -5.53377
H 2.44261 0.55277 -6.16373
H 1.28585 2.54514 -3.84044
H -1.44012 4.31085 -1.66699
H -0.60115 3.31509 -4.42652
H -1.51889 4.77746 -4.05334
H -2.20476 3.18990 -3.70523
H 1.35673 4.41453 -2.92425
H 0.96945 4.89542 -1.27771
H 0.26483 5.76874 -2.63568
H -0.55934 1.72281 0.80131
H 1.85516 3.50944 0.17716
H 1.87875 1.74617 0.31924
H 1.48376 2.73798 1.71874
H -0.39975 4.76631 0.44460
H -0.71415 3.87889 1.93093
H -1.90638 3.83302 0.64176
S -5.51525 1.30876 -2.56497
As -4.34881 1.40436 -0.87692
S -2.02293 1.07404 -1.92442
S -3.91522 -0.51914 0.06930
S -4.33744 3.08801 0.32945
Cl -0.91861 -2.77993 -2.13729
*
```

Atom charges from the Mulliken analysis, given in e for atoms 1 to 6: atom 1 (Pd): -0.432, atom 2 (C): -1.301, atom 3 (C): 0.688, atom 4 (C): -1.618, atom 5 (P): 1.301, atom 6 (C): 0.899



Record 3
The following is a quantum chemistry calculation of a 5-piece molecular cluster, C26H40B2N8O5P overall, from OMol25.

## Properties
HOMO (Eh): -0.4124
Gap between HOMO and LUMO (eV): 7.9146

The geometry in ORCA input format:
```
! wB97M-V def2-TZVPD RIJCOSX def2/J DEFGRID3
* xyz 1 1
C 2.04664 -1.13952 -1.22786
B 2.08822 0.42397 -1.21669
O 2.46448 1.06254 -0.08278
N 1.81558 1.16388 -2.49105
C 2.13897 2.62460 -2.55106
N 1.59554 3.17242 -3.77214
C 0.62472 0.83491 -3.15019
N 0.71330 0.40889 -4.37165
B 2.04952 0.12970 -5.03223
O 2.36424 0.93824 -6.06564
O 2.74684 -0.95858 -4.60311
N -0.64198 0.87418 -2.58576
C -1.18230 -0.45263 -2.15368
C -2.72730 -0.53377 -2.22545
C -3.13979 -1.91871 -2.69846
O -3.21195 0.43600 -3.14406
P -0.96099 2.15293 -1.47952
O -0.82855 3.51938 -2.00406
H 2.92617 -1.52222 -1.75881
H 1.19039 -1.56913 -1.74960
H 2.08696 -1.51759 -0.20611
H 2.02950 1.88906 0.15458
H 1.70284 3.16608 -1.70905
H 3.22560 2.72051 -2.46069
H 1.68541 4.18116 -3.76879
H 2.11684 2.84695 -4.58076
H -0.16705 0.26248 -4.85631
H 3.30930 0.94393 -6.27201
H 3.58422 -0.80089 -4.15255
H -0.79319 -1.19180 -2.85515
H -0.82586 -0.70314 -1.15067
H -3.17144 -0.35945 -1.24176
H -2.73112 -2.11072 -3.69254
H -2.79577 -2.68782 -2.00388
H -4.22549 -1.97223 -2.76718
H -3.86596 0.99729 -2.71098
H -0.14971 1.88578 -0.37083
H -2.24980 1.80577 -1.06459
N -0.11597 1.91746 1.88624
C -0.66154 1.03909 2.72837
C -1.40641 1.40775 3.83717
C -1.59323 2.75700 4.09129
C -1.03002 3.68207 3.22657
C -0.30551 3.21414 2.14298
H -0.48676 -0.00785 2.50253
H -1.82639 0.65139 4.48532
H -2.16759 3.08239 4.94841
H -1.14906 4.74470 3.38485
H 0.14235 3.91324 1.44284
N 1.06406 -3.44284 1.79284
C 1.56581 -3.52137 3.02497
C 2.39854 -4.54420 3.45505
C 2.73070 -5.54357 2.55410
C 2.22017 -5.47872 1.26667
C 1.39593 -4.41367 0.94253
H 1.28264 -2.72472 3.70475
H 2.77572 -4.55066 4.47068
H 3.37744 -6.35886 2.85104
H 2.45273 -6.23515 0.52978
H 0.97240 -4.32678 -0.05326
N -7.80711 1.97177 -2.83987
C -6.61104 1.88970 -3.41647
C -5.99038 2.94534 -4.06640
C -6.65510 4.16138 -4.12531
C -7.90283 4.26268 -3.53416
C -8.43309 3.14363 -2.90538
H -6.12894 0.91748 -3.35532
H -5.01520 2.81624 -4.51817
H -6.20935 5.01144 -4.62500
H -8.45976 5.18912 -3.55724
H -9.40671 3.18844 -2.43080
N 3.92534 -3.56567 6.64060
C 4.72800 -4.08289 7.56857
C 5.76278 -3.37909 8.16633
C 5.97936 -2.06697 7.77912
C 5.15309 -1.51519 6.81309
C 4.14569 -2.30338 6.27869
H 4.53000 -5.11183 7.84705
H 6.38078 -3.85186 8.91697
H 6.77705 -1.48500 8.22190
H 5.28442 -0.49530 6.47852
H 3.47994 -1.90332 5.52062
*
```

Atom charges from the Mulliken analysis, given in e for atoms 1 to 6: atom 1 (C): -0.722, atom 2 (B): 0.323, atom 3 (O): -0.621, atom 4 (N): 0.890, atom 5 (C): -0.943, atom 6 (N): -0.295